Molecular formula: C3H10O2
Method: DFT, ωB97M-V/def2-TZVPD

Values from the calculation:
total energy	-7367.03428	eV
maximum force	3.743	eV/Å
structure (SMILES)	CCCO.O
HOMO-LUMO gap	9.81	eV

Geometry (Å):
O (1.145, 2.229, -0.093)
O (1.498, 0.330, 1.130)
C (-0.143, -0.632, -0.424)
C (0.360, -0.563, 0.956)
C (-1.539, -1.238, -0.599)
H (1.885, 2.866, -0.213)
H (-1.607, -2.339, -0.629)
H (-1.852, -0.840, -1.579)
H (-0.476, -0.343, 1.648)
H (0.606, -1.089, -1.099)
H (-2.234, -0.863, 0.171)
H (0.601, 2.325, -0.907)
H (-0.271, 0.425, -0.730)
H (1.239, 1.275, 1.122)
H (0.787, -1.542, 1.246)

Atom charges from the Mulliken analysis, given in e for atoms 1 to 8: -0.581 -0.532 0.266 -0.488 -1.170 0.282 0.315 0.328



Molecular formula: C36H66N12O4RbS
Method: DFT, ωB97M-V/def2-TZVPD

Values from the calculation:
total energy	-75921.22950	eV
maximum force	1.530	eV/Å
charge	+5
HOMO-LUMO gap	9.11	eV

Geometry (Å):
Rb (1.226, -0.101, 4.488)
S (0.072, -0.176, 1.098)
O (0.218, 1.007, 0.209)
O (1.393, -0.539, 1.696)
O (-0.944, 0.117, 2.157)
O (-0.461, -1.326, 0.316)
N (2.371, -1.158, -2.452)
N (5.814, 1.496, -0.494)
N (3.333, -4.312, 3.721)
N (-1.268, 4.779, -2.090)
N (0.289, 4.822, -0.624)
N (-4.139, -0.675, 2.818)
N (-3.737, 0.426, -1.211)
N (1.594, 0.444, -3.655)
N (4.832, 0.825, 1.318)
N (1.260, -4.468, 3.151)
N (-5.489, 1.581, -0.741)
N (-4.230, -2.255, 1.355)
C (-3.606, 0.390, 3.666)
C (2.503, -4.354, 2.695)
C (6.006, 0.958, 0.692)
C (-4.521, 1.925, 0.163)
C (2.488, -2.133, -1.356)
C (-2.844, -0.479, -1.955)
C (0.809, 1.604, -4.077)
C (5.460, -5.540, 4.158)
C (3.836, 1.273, 0.470)
C (4.797, -4.252, 3.655)
C (4.707, 0.307, 2.670)
C (3.124, -1.128, -3.601)
C (2.606, -4.344, 4.896)
C (-0.800, 4.174, -1.009)
C (0.033, -4.450, 2.330)
C (-5.523, -1.829, 1.561)
C (6.862, 1.935, -1.446)
C (0.573, 5.817, -1.530)
C (1.318, -4.499, 4.525)
C (-6.880, 2.119, -0.761)
C (-0.416, 5.791, -2.448)
C (2.626, -0.130, -4.364)
C (-5.464, -0.839, 2.490)
C (-7.101, 3.004, -1.980)
C (1.458, -0.197, -2.497)
C (-3.643, 5.128, -2.793)
C (1.102, 4.520, 0.553)
C (-3.412, -1.575, 2.153)
C (4.461, 1.733, -0.642)
C (6.948, 0.975, -2.638)
C (-3.803, -3.377, 0.508)
C (-2.368, 4.300, -2.932)
C (-4.988, 0.693, -1.578)
C (1.437, -3.209, -1.425)
C (-3.407, 1.214, -0.136)
C (-4.769, -3.680, -0.623)
H (3.875, -1.849, -3.876)
H (4.956, -5.959, 5.021)
H (1.691, 3.623, 0.384)
H (-2.693, -1.383, -1.375)
H (5.122, -3.471, 4.347)
H (5.131, -3.983, 2.657)
H (-0.599, 6.417, -3.305)
H (-6.359, -2.340, 1.118)
H (1.324, 2.112, -4.884)
H (-4.669, 2.613, 0.977)
H (2.777, -4.440, 1.657)
H (-3.262, -0.673, -2.938)
H (-2.453, 1.045, 0.351)
H (-0.176, 1.262, -4.389)
H (3.130, -4.197, 5.824)
H (-8.135, 3.315, -2.102)
H (4.048, 2.178, -1.530)
H (-6.208, -0.225, 2.967)
H (1.661, -3.964, -2.181)
H (-2.004, 4.173, -3.952)
H (6.792, -0.043, -2.285)
H (-3.434, 6.189, -2.687)
H (-4.226, 4.756, -1.950)
H (-5.076, -2.739, -1.088)
H (6.519, -5.329, 4.315)
H (6.147, 1.215, -3.341)
H (0.481, 4.357, 1.431)
H (-6.733, 2.524, -2.885)
H (0.417, -2.841, -1.474)
H (-0.149, -5.429, 1.898)
H (-2.833, -3.093, 0.086)
H (1.476, -3.812, -0.509)
H (2.879, 0.222, -5.349)
H (-0.779, -4.132, 2.978)
H (-6.943, 2.712, 0.148)
H (-1.397, 3.461, -0.464)
H (0.152, -3.666, 1.579)
H (1.725, 5.378, 0.789)
H (-1.906, 0.052, -2.101)
H (4.191, -0.652, 2.636)
H (0.410, -4.586, 5.098)
H (0.816, 0.099, -1.670)
H (-6.548, 3.932, -1.810)
H (5.699, 0.222, 3.107)
H (6.961, 0.733, 1.141)
H (7.799, 1.945, -0.894)
H (-4.451, 0.995, 3.990)
H (-4.303, -4.317, -1.365)
H (7.891, 1.106, -3.159)
H (-2.595, 3.267, -2.645)
H (6.604, 2.951, -1.730)
H (3.485, -2.572, -1.403)
H (5.540, -6.278, 3.354)
H (0.682, 2.280, -3.231)
H (-5.676, -4.142, -0.233)
H (-2.330, -1.532, 2.129)
H (-3.598, -4.233, 1.151)
H (4.162, 0.953, 3.362)
H (-7.536, 1.254, -0.698)
H (-4.288, 4.980, -3.659)
H (-2.928, 1.041, 3.126)
H (2.472, -1.565, -0.423)
H (-3.161, -0.073, 4.541)
H (-5.581, 0.184, -2.322)
H (1.476, 6.398, -1.468)
H (2.796, 1.242, 0.761)

Atom charges from the Mulliken analysis, given in e for atoms 1 to 8: 0.957 0.965 -0.478 -0.657 -0.861 -0.633 0.459 0.162



Molecular formula: C6H12O
Method: DFT, ωB97M-V/def2-TZVPD

Values from the calculation:
total energy	-8459.62107	eV
maximum force	1.981	eV/Å
HOMO-LUMO gap	9.00	eV

Geometry (Å):
O (2.252, 1.046, -1.076)
C (-0.531, -0.817, 0.082)
C (0.915, -0.576, 0.304)
C (-2.827, 0.235, -0.182)
C (-1.350, 0.476, 0.083)
C (1.888, 0.117, -0.190)
C (2.255, -1.246, 0.074)
H (-0.924, -1.509, 0.831)
H (2.337, 1.541, 1.174)
H (2.408, -1.809, -0.853)
H (-0.963, 1.170, -0.677)
H (-1.226, 0.978, 1.048)
H (1.637, 1.241, 1.355)
H (-3.246, -0.434, 0.576)
H (2.884, -1.563, 0.902)
H (-0.658, -1.322, -0.890)
H (1.426, 1.509, -1.265)
H (-2.974, -0.238, -1.157)
H (-3.397, 1.171, -0.172)

Atom charges from the Mulliken analysis, given in e for atoms 1 to 8: -0.464 -0.502 0.075 -1.349 -0.091 0.251 -0.809 0.345



Molecular formula: C9H17BOPPt
Method: DFT, ωB97M-V/def2-TZVPD

Values from the calculation:
total energy	-24849.67502	eV
maximum force	5.361	eV/Å
charge	+1
HOMO-LUMO gap	3.75	eV

Geometry (Å):
Pt (3.435, -3.145, -1.691)
P (2.413, -1.070, 0.128)
O (1.676, 1.163, -1.641)
C (-2.846, 0.403, 1.633)
C (3.732, 1.676, 0.049)
C (0.514, -1.133, -0.031)
C (-4.854, 0.474, -0.227)
C (-3.830, 0.106, -1.327)
C (-1.822, 0.025, 0.534)
C (-4.341, 0.634, 1.237)
C (-2.322, -0.098, -0.924)
C (-0.281, -0.197, 0.994)
B (2.561, 0.717, -0.609)
H (-5.069, 0.911, 2.068)
H (0.258, -0.980, -1.133)
H (0.202, -2.222, 0.216)
H (-5.952, 0.614, -0.535)
H (-4.133, -0.022, -2.431)
H (2.421, -2.493, 0.537)
H (2.477, -1.585, -1.278)
H (4.153, 2.340, -0.777)
H (3.226, 2.246, 0.903)
H (-2.525, 0.534, 2.732)
H (3.853, -1.122, 0.162)
H (-0.281, -0.683, 2.044)
H (2.329, -0.605, 1.500)
H (-1.619, -0.339, -1.787)
H (0.152, 0.852, 1.133)
H (4.501, 0.965, 0.512)
H (1.972, 2.034, -1.991)

Atom charges from the Mulliken analysis, given in e for atoms 1 to 8: 0.546 -0.429 -0.514 -0.449 -0.846 -0.880 -0.401 -0.453



Molecular formula: C3HF5NO
Method: DFT, ωB97M-V/def2-TZVPD

Values from the calculation:
total energy	-20249.83083	eV
maximum force	3.648	eV/Å
charge	-1
HOMO-LUMO gap	7.42	eV

Geometry (Å):
F (2.568, -1.148, 0.014)
F (-1.928, 1.015, -0.964)
F (-2.048, 0.503, 1.110)
F (-2.624, -0.950, -0.276)
F (2.869, 0.920, -0.335)
O (0.569, 1.485, 0.121)
N (0.729, 0.240, 0.050)
C (-0.334, -0.560, -0.123)
C (2.264, 0.101, 0.478)
C (-1.694, 0.060, -0.086)
H (-0.373, -1.665, 0.011)

Atom charges from the Mulliken analysis, given in e for atoms 1 to 8: -0.228 -0.236 -0.278 -0.327 -0.124 -0.676 0.682 -0.621



Molecular formula: C4H14N2O
Method: DFT, ωB97M-V/def2-TZVPD

Values from the calculation:
total energy	-9402.25379	eV
maximum force	2.012	eV/Å
structure (SMILES)	CNCCCN.O
HOMO-LUMO gap	9.71	eV

Geometry (Å):
O (2.663, -0.644, 0.607)
N (0.461, 1.020, -0.191)
N (-0.191, -2.169, 0.476)
C (-1.663, -0.233, 0.107)
C (0.939, 2.153, -0.941)
C (-0.646, 0.310, -0.867)
C (-1.091, -1.231, 1.128)
H (-1.185, 1.035, -1.500)
H (1.168, 1.828, -1.947)
H (3.050, 0.239, 0.541)
H (-1.914, -1.723, 1.647)
H (1.773, 2.684, -0.506)
H (-0.243, -0.426, -1.555)
H (0.444, -2.577, 1.150)
H (0.125, 2.885, -1.058)
H (-2.475, -0.711, -0.456)
H (-0.626, -2.881, -0.089)
H (0.213, 1.035, 0.783)
H (1.823, -0.458, 0.140)
H (-2.144, 0.559, 0.677)
H (-0.481, -0.696, 1.854)

Atom charges from the Mulliken analysis, given in e for atoms 1 to 8: -0.711 -0.179 -0.446 -0.881 -1.042 -0.465 -0.590 0.390



Q: What is the HOMO-LUMO gap in the fourth record?
A: 3.75 eV